Here is a molecular structure, C13H17CsFN5O9S at a distorted geometry from the Open Molecules 2025 dataset. Energies are from the ωB97M-V functional and the def2-TZVPD basis.

Summary:
spin multiplicity	1
net charge	-2
max |F|	2.4	eV/A
ΔE to the lowest compared entry with this formula, charge and spin	0.694	eV
HOMO-LUMO gap	7.20	eV
HOMO	-3.36	eV

Structure (XYZ):
```
47
Properties=species:S:1:pos:R:3:forces:R:3
N 0.040 5.606 3.116 0.0 -0.2 0.0
C 0.585 -5.127 -0.380 0.2 0.0 -0.2
C -2.040 1.756 1.483 -0.7 -0.9 -0.2
N 0.856 -3.808 -0.921 0.2 0.2 0.0
O -2.951 2.317 2.105 0.2 0.2 -0.1
H 2.967 -4.047 -0.879 0.0 0.0 0.0
H -2.107 1.299 -1.583 -0.1 -0.2 0.0
N 0.321 1.316 -3.587 0.0 0.5 0.0
H -0.391 -5.437 -0.760 0.0 0.0 0.0
H 1.336 -5.872 -0.721 -0.1 0.0 -0.1
Cs -0.620 -1.395 0.318 -1.2 0.2 -0.1
C 0.558 -5.190 1.139 0.0 0.0 0.2
C 0.544 -3.696 -2.348 0.1 -0.2 0.0
C 2.465 -2.827 0.838 -0.8 0.1 0.2
O 0.989 3.571 3.417 0.0 -0.1 0.0
H 0.183 -3.417 1.722 0.2 -0.2 0.2
C -0.657 2.378 1.448 0.8 0.8 0.4
C 2.199 -3.301 -0.614 0.0 -0.3 -0.3
H 1.038 1.959 -3.866 0.1 -0.1 0.0
H 0.519 0.310 -3.574 0.0 -0.1 0.0
F -2.506 6.769 0.894 -0.1 -0.1 -0.1
H -0.309 -4.346 -2.554 0.0 0.0 0.0
H 0.643 5.943 3.849 0.0 0.0 0.0
O 1.474 -2.218 1.384 2.0 -1.0 0.6
O -0.330 -4.253 1.715 0.1 -0.2 0.0
C 0.183 4.251 2.814 -0.1 0.2 0.1
H -2.128 4.189 0.418 0.0 0.1 0.0
C -0.827 6.526 2.559 -0.1 0.2 -0.4
C -1.643 5.943 1.510 0.2 0.3 0.4
O 3.573 -3.047 1.319 0.2 0.0 0.0
O 0.915 -1.574 -3.428 0.0 -0.1 -0.1
O -0.844 7.693 2.915 0.0 0.0 0.1
N -1.528 0.972 -2.342 -0.3 0.6 0.4
O -2.059 0.639 0.881 -0.8 1.6 0.5
H 1.567 -5.074 1.552 0.0 0.1 -0.1
O -0.965 -1.869 -2.251 -0.1 -0.3 -1.2
H 0.230 -6.192 1.435 -0.1 0.0 -0.1
C 0.130 -2.262 -2.740 0.0 0.3 0.3
S -0.752 3.535 -2.480 0.1 -0.6 -0.2
H -1.373 -0.028 -2.436 0.1 -0.4 0.0
N -0.639 3.810 1.814 -0.2 -0.1 -0.1
H 2.367 -2.432 -1.258 0.0 0.0 0.0
H -0.166 2.265 0.481 -0.2 -0.1 -0.1
C -1.535 4.651 1.196 0.1 -0.5 -0.2
H 1.384 -4.013 -2.985 0.0 0.0 0.1
C -0.646 1.852 -2.815 0.2 0.0 -0.1
H -0.052 1.874 2.203 0.0 0.0 -0.1
```
Forces are in eV/Å.